1.
Formula: C23H32NZr
Source: OMol25
Level of theory: ωB97M-V/def2-TZVPD

The geometry in ORCA input format:
```
! RIJCOSX wB97M-V def2-TZVPD def2/J DEFGRID3
* xyz 1 1
C 1.44 -1.73 1.16
C 2.01 -1.14 -0.02
C 1.03 -1.25 -1.08
C -0.08 -2.00 -0.56
C 0.16 -2.26 0.82
Zr 0.16 0.35 0.50
C -3.59 1.20 -0.73
C -3.11 0.85 0.48
H -3.57 1.34 1.34
C -2.08 -0.16 0.80
H -2.24 -1.15 0.33
H -2.09 -0.35 1.88
C -4.15 2.59 -0.95
H -3.72 3.28 -0.22
H -3.88 2.98 -1.93
H -5.24 2.62 -0.86
C -3.43 0.34 -1.94
H -2.45 -0.16 -1.98
H -4.21 -0.44 -1.95
H -3.52 0.93 -2.85
C 3.44 -0.81 -0.16
H 3.78 -0.20 0.68
H 4.07 -1.71 -0.19
H 3.63 -0.24 -1.08
C 1.23 -0.85 -2.51
H 1.67 0.16 -2.58
H 1.91 -1.55 -3.02
H 0.28 -0.83 -3.05
C -1.14 -2.65 -1.39
H -1.23 -2.17 -2.37
H -0.88 -3.71 -1.56
H -2.12 -2.64 -0.89
C -0.64 -3.14 1.71
H -1.68 -3.25 1.36
H -0.20 -4.15 1.75
H -0.68 -2.76 2.75
C 2.21 -2.05 2.40
H 1.56 -2.12 3.28
H 2.71 -3.03 2.28
H 2.99 -1.31 2.59
C 1.48 2.23 -0.37
C 0.83 3.54 -0.94
C 2.76 2.03 -0.86
C 0.98 3.57 -2.33
H 0.16 4.33 -0.60
C 3.00 2.20 -2.24
H 3.57 1.67 -0.22
C 2.01 2.85 -2.99
H 0.28 4.16 -2.95
H 3.92 1.80 -2.72
H 2.03 2.85 -4.08
C 0.06 0.28 5.16
C 0.17 0.35 3.73
N 0.30 0.52 2.58
H -0.79 0.89 5.50
H 1.00 0.66 5.61
H -0.10 -0.77 5.47
*
```

Its total energy is -27131.0019 eV. The value obtained for the frontier orbital gap is 6.1 eV. As for the HOMO energy: -9.973 eV. The energy above the lowest of the compared OMol25 structures with the same formula, charge and spin comes out at 72.2 kcal/mol. The calculation puts the maximum force at 5.03 eV Å⁻¹.

2.
Formula: C23H33BFN5O12S
Source: OMol25
Level of theory: ωB97M-V/def2-TZVPD

The geometry in ORCA input format:
```
! RIJCOSX wB97M-V def2-TZVPD def2/J DEFGRID3
* xyz 0 1
C 1.02 3.91 2.30
C 0.12 2.56 2.54
C 0.14 1.70 1.15
C 1.56 0.96 1.12
C -1.16 0.77 1.16
C -1.94 1.09 -0.21
C -2.53 2.49 -0.56
C -2.09 3.90 -0.07
C -2.93 5.09 -0.58
N -4.03 5.13 -1.46
C -4.49 3.87 -1.93
C -3.79 2.58 -1.51
N -0.94 0.39 -1.13
O -1.77 0.28 -2.25
C -0.62 -0.92 -0.48
N -0.08 -1.94 -1.16
C 0.14 -3.26 -0.48
C -1.35 -3.85 -0.15
C -2.11 -4.29 -1.52
C -3.57 -4.94 -1.21
N -4.32 -5.10 -2.50
S 0.40 -1.88 -2.84
O 1.51 -2.83 -3.16
O 0.88 -0.50 -3.24
F -0.94 -2.18 -3.83
N -1.04 -0.72 0.88
C -0.49 -1.45 2.04
C -0.64 -0.78 3.48
C -0.61 -2.02 4.56
O -2.02 -2.39 4.76
H 1.01 4.19 1.17
H 2.12 3.76 2.57
H 0.57 4.81 2.84
H -0.93 2.92 2.78
H 0.64 2.01 3.40
H 0.13 2.39 0.22
H 2.36 1.78 1.16
H 1.75 0.40 0.13
H 1.68 0.30 2.05
H -1.97 1.08 1.93
H -2.85 0.37 -0.18
H -1.18 3.98 0.62
H -2.59 6.11 -0.17
H -5.40 3.81 -2.62
H -4.21 1.59 -1.93
H -1.51 1.07 -2.79
H 0.80 -3.19 0.46
H 0.62 -4.06 -1.14
H -1.20 -4.81 0.46
H -1.99 -3.13 0.46
H -1.45 -4.98 -2.16
H -2.35 -3.29 -2.06
H -4.12 -4.13 -0.59
H -3.43 -5.91 -0.63
H -5.32 -5.02 -2.26
H -4.12 -4.32 -3.15
H 0.65 -1.58 1.87
H -0.88 -2.54 2.15
H -1.67 -0.28 3.66
H 0.24 -0.12 3.77
H -0.22 -1.70 5.58
H -0.12 -2.95 4.13
H -2.40 -1.90 5.52
B 5.77 1.36 -1.61
O 6.03 0.72 -2.91
C 6.91 -0.26 -2.70
O 7.34 -0.99 -3.56
C 7.26 -0.31 -1.27
O 8.03 -1.08 -0.75
O 6.60 0.65 -0.62
O 6.12 2.79 -1.66
C 5.01 3.47 -1.37
O 4.94 4.68 -1.32
C 3.91 2.54 -1.12
O 2.77 2.83 -0.83
O 4.34 1.29 -1.26
*
```

Its total energy is -70628.5269 eV. The value obtained for the frontier orbital gap is 6.4 eV. As for the HOMO energy: -9.000 eV. The energy above the lowest of the compared OMol25 structures with the same formula, charge and spin comes out at 0.0 kcal/mol. The calculation puts the maximum force at 8.54 eV Å⁻¹.

3.
Formula: C23H33F3O23
Source: OMol25
Level of theory: ωB97M-V/def2-TZVPD

The geometry in ORCA input format:
```
! RIJCOSX wB97M-V def2-TZVPD def2/J DEFGRID3
* xyz 0 1
O 1.63 -0.08 -3.91
C 1.09 -0.01 -2.81
O 0.14 0.83 -2.41
C -0.40 0.41 -1.13
C 0.40 -0.79 -0.77
F -0.36 -1.96 -0.84
O 1.38 -0.94 -1.79
H -0.34 1.24 -0.45
H -1.43 0.16 -1.45
H 0.77 -0.82 0.23
O 1.69 2.57 -0.31
C 2.14 3.18 -1.23
O 2.47 2.66 -2.41
C 2.99 3.70 -3.25
C 2.81 5.04 -2.43
F 1.77 5.78 -2.82
O 2.52 4.48 -1.19
H 3.99 3.35 -3.44
H 2.39 3.79 -4.16
H 3.73 5.64 -2.33
O -4.18 2.73 -2.79
C -3.46 2.68 -3.73
O -2.51 1.82 -3.91
C -1.80 2.00 -5.20
C -2.66 3.18 -5.82
F -3.59 2.74 -6.73
O -3.41 3.67 -4.74
H -0.81 2.24 -4.93
H -1.88 1.16 -5.88
H -2.15 3.98 -6.30
O -0.86 0.85 2.83
C -0.44 -0.16 3.30
O 0.35 -1.11 2.72
C 0.78 -2.16 3.67
C -0.05 -1.71 4.94
O -0.67 -0.48 4.59
H 0.53 -3.09 3.27
H 1.87 -2.13 3.88
H 0.59 -1.55 5.79
H -0.85 -2.50 5.17
O 2.73 0.15 5.68
C 2.69 0.86 4.70
O 3.29 0.49 3.51
C 2.99 1.44 2.52
C 2.08 2.48 3.15
O 1.98 2.00 4.56
H 3.94 1.85 2.25
H 2.44 1.00 1.71
H 0.99 2.54 2.79
H 2.53 3.47 3.25
O -2.54 -1.02 -4.83
C -3.04 -1.41 -3.84
O -2.41 -2.28 -3.00
C -3.33 -2.87 -2.12
C -4.46 -1.78 -2.10
O -4.31 -1.20 -3.43
H -3.65 -3.89 -2.42
H -2.85 -2.93 -1.18
H -4.31 -1.06 -1.27
H -5.52 -2.06 -1.97
O -2.60 -2.41 1.92
C -3.15 -1.97 2.87
O -2.98 -2.52 4.09
C -3.89 -2.03 5.06
C -4.47 -0.81 4.31
O -4.02 -0.95 2.93
H -4.58 -2.79 5.30
H -3.30 -1.73 5.87
H -4.03 0.27 4.56
H -5.58 -0.74 4.19
C 2.14 -4.31 -1.00
O 2.86 -3.45 -0.10
H 2.78 -4.99 -1.58
H 1.41 -4.91 -0.41
H 1.49 -3.75 -1.69
H 2.16 -2.81 0.15
C 5.60 -0.76 0.61
O 5.29 -1.98 1.29
H 5.32 0.09 1.29
H 6.67 -0.73 0.51
H 5.10 -0.65 -0.34
H 4.39 -2.24 0.94
*
```

Its total energy is -79629.7407 eV. The value obtained for the frontier orbital gap is 10.1 eV. As for the HOMO energy: -9.808 eV. The calculation puts the maximum force at 3.58 eV Å⁻¹.

4.
Formula: C23H33FO3
Source: OMol25
Level of theory: ωB97M-V/def2-TZVPD

The geometry in ORCA input format:
```
! RIJCOSX wB97M-V def2-TZVPD def2/J DEFGRID3
* xyz 0 1
C 1.60 -2.61 0.66
C 2.94 -2.31 0.30
C 4.32 -1.69 -0.42
C 3.89 -1.37 -2.01
C 2.70 -0.30 -1.67
C 2.50 1.04 -2.59
C 0.95 1.46 -2.90
C -0.10 1.21 -1.67
C -0.96 2.60 -1.28
C -2.55 2.19 -1.28
C -3.20 1.95 0.21
C -3.57 0.39 0.55
C -4.48 -0.37 -0.57
C -5.60 0.57 -1.31
C -6.42 -0.36 -2.43
O -5.56 -1.31 -3.15
C -5.76 -2.70 -2.70
O 2.96 0.30 -0.32
C 4.32 -0.10 0.09
O 5.30 0.60 0.68
H 0.44 -2.84 0.79
H 5.28 -2.33 -0.23
H 4.79 -0.99 -2.66
H 3.29 -2.32 -2.35
H 1.71 -0.91 -1.82
H 3.07 0.90 -3.62
H 3.05 1.95 -2.05
H 0.96 2.64 -3.10
H 0.49 0.98 -3.86
H 0.37 0.85 -0.66
H -0.83 0.34 -2.02
H -0.62 2.92 -0.19
H -0.72 3.50 -1.99
H -2.79 1.30 -2.04
H -3.13 3.13 -1.74
H -4.14 2.64 0.35
H -2.40 2.29 1.03
H -4.17 0.40 1.58
H -2.62 -0.30 0.76
H -3.75 -0.94 -1.30
H -5.09 -1.22 0.00
H -6.40 1.01 -0.56
H -5.17 1.47 -1.92
H -6.80 0.42 -3.25
H -7.39 -0.83 -1.96
H -4.70 -3.07 -2.30
H -6.05 -3.44 -3.57
H -6.50 -2.82 -1.80
F 4.79 1.12 7.47
C 4.75 0.40 6.34
C 4.46 -0.96 6.40
C 4.42 -1.70 5.22
C 4.67 -1.08 4.00
C 4.97 0.28 3.95
C 5.00 1.03 5.12
H 4.27 -1.43 7.36
H 4.18 -2.77 5.26
H 4.64 -1.67 3.08
H 5.17 0.76 2.99
H 5.22 2.09 5.10
*
```

Its total energy is -33233.0847 eV. The value obtained for the frontier orbital gap is 9.0 eV. As for the HOMO energy: -8.928 eV. The calculation puts the maximum force at 9.84 eV Å⁻¹.

- What is the formula in the first record?
  C23H32NZr

- Which value of frontier orbital gap does entry 3 give?
  10.1 eV